[1]
{
  "formula": "C50H45GeIN3O9P3Ti",
  "method": "ωB97M-V with the def2-TZVPD basis set",
  "species": ["Ti", "C", "C", "N", "C", "C", "C", "O", "C", "C", "N", "C", "C", "C", "C", "C", "C", "I", "C", "O", "H", "H", "H", "H", "H", "H", "H", "H", "H", "H", "H", "H", "O", "P", "O", "O", "O", "P", "O", "O", "O", "H", "H", "N", "C", "C", "C", "C", "C", "C", "P", "C", "C", "C", "C", "C", "C", "C", "C", "C", "C", "C", "C", "H", "H", "H", "H", "H", "H", "H", "H", "H", "H", "H", "H", "H", "H", "H", "H", "C", "C", "C", "C", "C", "C", "Ge", "C", "C", "C", "C", "C", "C", "C", "C", "C", "C", "C", "C", "H", "H", "H", "H", "H", "H", "H", "H", "H", "H", "H", "H", "H", "H", "H"],
  "xyz": [[-2.955, -1.717, -1.471], [-2.873, 0.979, 2.036], [-2.113, -0.201, 2.425], [-1.362, -0.199, 3.445], [-0.964, -1.299, 4.237], [-0.958, -3.037, 2.868], [-0.515, -4.499, 2.768], [-1.529, -5.553, 2.635], [-1.695, -2.560, 1.637], [-2.437, -3.485, 0.868], [-3.280, -3.037, -0.075], [-4.235, -3.477, -0.870], [-5.407, -4.201, -0.590], [-6.353, -4.354, -1.608], [-6.142, -3.979, -2.930], [-4.954, -3.359, -3.277], [-4.084, -3.003, -2.291], [-4.538, 0.381, -2.272], [-2.094, -1.223, 1.385], [-2.385, -0.756, 0.196], [-3.820, 0.688, 1.510], [-2.369, 1.683, 1.310], [-3.057, 1.574, 2.928], [-0.688, -0.907, 5.233], [0.104, -4.775, 3.653], [0.113, -4.542, 1.873], [-2.208, -5.374, 3.286], [-2.399, -4.552, 0.942], [-5.575, -4.546, 0.441], [-7.292, -4.940, -1.430], [-6.935, -4.186, -3.637], [-4.662, -3.205, -4.297], [2.496, 0.097, -2.306], [1.577, 0.296, -3.625], [2.424, 0.678, -4.785], [0.561, 1.385, -3.073], [0.617, -0.976, -3.886], [-0.397, -2.118, -3.247], [0.633, -3.211, -2.614], [-1.205, -2.733, -4.308], [-1.065, -1.375, -2.061], [3.389, -0.031, -2.715], [0.442, -4.059, -3.041], [2.206, -2.297, -0.373], [2.939, -2.531, 0.755], [4.002, -3.473, 0.740], [5.139, -3.324, 1.556], [5.157, -2.229, 2.498], [4.030, -1.404, 2.634], [2.837, -1.608, 1.830], [1.251, -0.900, 2.275], [0.212, -2.021, 3.491], [1.077, -2.697, 4.360], [0.767, -3.527, 5.422], [-0.524, -3.783, 5.971], [-1.718, -3.441, 5.380], [-1.791, -2.645, 4.158], [1.757, 0.484, 3.325], [2.096, 0.507, 4.704], [2.475, 1.692, 5.363], [2.458, 2.918, 4.709], [2.260, 2.924, 3.317], [1.968, 1.708, 2.655], [1.710, -1.426, -0.434], [2.008, -2.982, -1.109], [4.030, -4.119, -0.135], [5.991, -3.994, 1.472], [5.972, -2.183, 3.215], [4.077, -0.592, 3.366], [2.129, -2.526, 4.268], [1.590, -3.939, 5.982], [-0.504, -4.308, 6.923], [-2.618, -3.711, 5.953], [-2.852, -2.482, 3.916], [2.093, -0.388, 5.316], [2.587, 1.590, 6.455], [2.683, 3.845, 5.278], [2.340, 3.822, 2.741], [1.739, 1.747, 1.579], [-1.308, 4.195, -7.285], [-1.014, 5.277, -6.407], [-0.283, 5.019, -5.266], [0.080, 3.683, -4.920], [-0.022, 2.673, -5.896], [-0.860, 2.909, -6.996], [0.638, 3.261, -3.114], [2.510, 3.708, -2.792], [3.160, 4.609, -3.600], [4.387, 5.136, -3.202], [5.025, 4.710, -2.033], [4.393, 3.757, -1.201], [3.162, 3.257, -1.598], [-0.570, 3.745, -1.690], [-0.189, 4.261, -0.449], [-1.096, 4.676, 0.489], [-2.483, 4.573, 0.218], [-2.886, 4.066, -1.020], [-1.903, 3.633, -1.975], [-1.993, 4.428, -8.084], [-1.357, 6.298, -6.549], [-0.027, 5.829, -4.536], [0.570, 1.766, -5.848], [-1.042, 2.089, -7.685], [2.686, 4.901, -4.530], [4.935, 5.848, -3.850], [5.951, 5.169, -1.742], [4.807, 3.360, -0.252], [2.688, 2.470, -0.996], [0.898, 4.353, -0.218], [-0.772, 5.062, 1.431], [-3.257, 4.938, 0.951], [-3.943, 4.079, -1.230], [-2.270, 3.267, -2.947]],
  "forces_ev_per_angstrom": [[1.5, 3.9, -0.8], [-0.8, 2.2, -1.0], [1.1, 0.4, -0.6], [-1.9, 0.6, 1.3], [1.3, -0.3, -0.7], [0.1, 0.1, 1.3], [0.3, -0.8, 0.4], [0.8, 1.4, -0.3], [-1.0, -0.6, -0.7], [-0.5, 1.0, -1.1], [2.6, 0.7, 1.5], [-3.4, -1.9, -3.9], [0.0, 0.4, 0.5], [-0.7, -1.2, 0.7], [0.1, 0.2, 0.1], [-0.9, -0.5, -0.2], [1.3, -1.4, 2.3], [0.6, -0.8, 0.4], [0.3, -0.1, -1.9], [0.3, -1.4, 2.8], [0.7, 0.3, 0.6], [-0.2, -0.9, 0.6], [-0.3, 0.0, 0.0], [-0.2, -0.5, -0.4], [-0.5, 0.3, -0.9], [0.0, -0.4, 0.0], [-0.2, -0.1, 0.4], [0.1, -0.4, 0.7], [-0.1, 0.0, -0.6], [1.0, 0.8, 0.2], [0.2, 0.0, -0.2], [-0.2, 0.4, -0.4], [0.7, -1.1, -1.0], [-1.2, 2.4, -0.1], [-0.9, -0.9, 1.0], [0.5, -0.8, -0.5], [0.3, -0.6, 0.8], [0.7, 1.3, -1.2], [-0.3, 0.4, 0.1], [0.2, 0.2, 0.7], [-0.8, -1.3, -0.2], [-0.6, 0.1, 0.8], [0.1, 0.1, -0.1], [0.2, -1.1, 1.3], [0.0, 0.6, -1.3], [1.6, 0.0, -0.1], [-2.0, 0.8, -0.1], [-1.3, -0.7, -0.4], [0.2, -0.4, -0.7], [1.3, -0.1, 1.8], [-0.7, 0.4, 0.4], [-1.5, 0.2, -2.9], [1.6, -2.9, 3.8], [1.0, 2.1, -1.4], [-2.2, -0.2, -0.5], [2.0, -1.2, 2.2], [-1.0, 1.4, -1.1], [1.1, 1.4, 0.9], [-0.1, 0.1, -0.3], [-1.1, -0.9, 0.3], [0.6, 0.4, -0.3], [0.0, -1.5, 0.6], [-0.9, 0.5, -0.2], [-0.3, 0.3, -0.1], [0.3, 0.3, 0.3], [0.1, -0.2, 0.3], [-0.3, 0.1, -0.1], [0.0, 0.4, -0.2], [-0.3, -0.5, -0.2], [0.6, -0.1, -0.3], [0.3, 0.0, 0.0], [-0.3, 0.0, -0.2], [0.3, 0.3, -0.6], [0.3, 0.2, 0.0], [-0.2, -0.1, -0.2], [0.3, 0.4, -0.7], [-0.3, -0.7, -0.6], [0.0, 0.4, -0.2], [0.2, 0.1, 0.4], [-0.5, 0.9, 1.4], [0.4, -0.8, -0.4], [0.0, -0.7, 1.6], [0.4, 0.7, -0.7], [-0.7, 0.9, 0.2], [0.9, 0.4, -0.5], [1.2, -1.0, -0.5], [0.0, -0.8, 1.7], [0.1, 0.4, 0.0], [1.2, 0.0, -0.3], [-1.1, -0.2, 0.2], [0.0, -0.1, -0.3], [-0.6, 0.1, -0.6], [0.2, 0.0, -0.2], [1.8, 0.0, 0.1], [-1.5, -0.3, -0.2], [-0.1, 0.2, 0.0], [1.2, 0.1, 0.1], [-2.4, 0.5, 0.4], [0.1, -0.3, -0.4], [0.0, -0.2, -0.5], [-0.5, -0.7, -0.7], [-0.5, -0.2, 0.4], [0.0, 0.2, 0.0], [0.1, 0.2, 0.0], [-0.5, -0.4, 0.4], [0.3, 0.0, 0.0], [0.1, 0.5, -0.8], [0.1, 0.4, -0.2], [-0.9, 0.0, -0.2], [0.2, 0.2, 0.4], [1.0, -0.5, -0.9], [-0.1, -0.3, -0.3], [0.3, 0.1, 0.5]],
  "lowdin_charge": [0.772, -0.004, -0.289, 0.156, -0.205, -0.226, -0.146, -0.057, -0.063, 0.043, -0.058, -0.315, 0.001, -0.057, -0.059, -0.089, -0.256, 0.295, -0.224, -0.164, 0.110, 0.109, 0.093, 0.162, 0.115, 0.134, 0.084, 0.137, 0.121, 0.129, 0.114, 0.118, -0.147, 0.324, -0.250, -0.331, -0.237, 0.297, -0.143, -0.238, -0.370, 0.107, 0.095, 0.221, -0.283, -0.002, -0.011, -0.029, -0.045, -0.279, 1.229, -0.345, -0.126, -0.066, -0.069, -0.029, -0.152, -0.382, -0.085, -0.074, -0.062, -0.051, -0.090, 0.073, 0.105, 0.121, 0.117, 0.113, 0.107, 0.089, 0.111, 0.112, 0.123, 0.157, 0.098, 0.118, 0.123, 0.097, 0.094, -0.070, -0.085, -0.118, -0.262, -0.079, -0.072, 1.020, -0.258, -0.105, -0.076, -0.076, -0.087, -0.129, -0.272, -0.115, -0.095, -0.084, -0.074, -0.103, 0.097, 0.103, 0.117, 0.081, 0.106, 0.099, 0.116, 0.095, 0.107, 0.086, 0.104, 0.092, 0.122, 0.093, 0.106],
  "lumo_energy_ev": [-3.7, -6.0],
  "multiplicity": 2,
  "charge": 1
}



[2]
{
  "formula": "C50H47AsN3O4PbSSi",
  "method": "ωB97M-V with the def2-TZVPD basis set",
  "species": ["Pb", "S", "C", "C", "C", "C", "C", "N", "H", "H", "H", "H", "O", "As", "C", "C", "C", "C", "C", "C", "C", "C", "C", "C", "C", "C", "C", "C", "C", "C", "C", "C", "H", "H", "H", "H", "H", "H", "H", "H", "H", "H", "H", "H", "H", "H", "H", "C", "N", "C", "C", "C", "C", "C", "C", "C", "C", "H", "H", "H", "H", "H", "H", "H", "H", "H", "H", "H", "H", "H", "O", "Si", "C", "C", "C", "C", "C", "C", "C", "C", "C", "C", "C", "C", "C", "C", "C", "C", "C", "C", "H", "H", "H", "H", "H", "H", "H", "H", "H", "H", "H", "H", "H", "H", "H", "O", "N", "O"],
  "xyz": [[-0.983, -0.104, 0.247], [-3.741, 0.936, -0.523], [-2.827, 1.405, -1.942], [-3.392, 2.134, -3.007], [-2.612, 2.481, -4.088], [-1.266, 2.126, -4.121], [-0.771, 1.415, -3.051], [-1.525, 1.051, -2.007], [-4.434, 2.414, -2.946], [-3.045, 3.042, -4.909], [-0.624, 2.404, -4.946], [0.270, 1.108, -3.002], [1.428, -0.157, -0.337], [2.661, 0.530, 0.556], [4.012, -0.916, 0.401], [4.091, -1.604, -0.813], [4.959, -2.676, -0.968], [5.760, -3.082, 0.093], [5.697, -2.403, 1.301], [4.829, -1.325, 1.452], [3.623, 1.865, -0.440], [3.437, 1.834, -1.817], [4.111, 2.739, -2.628], [4.967, 3.675, -2.065], [5.148, 3.706, -0.686], [4.483, 2.798, 0.127], [2.505, 0.519, 2.468], [1.897, -0.607, 3.009], [1.729, -0.711, 4.384], [2.202, 0.296, 5.212], [2.829, 1.414, 4.669], [2.974, 1.533, 3.295], [3.441, -1.312, -1.628], [5.003, -3.204, -1.915], [6.425, -3.931, -0.019], [6.315, -2.718, 2.134], [4.784, -0.811, 2.405], [2.741, 1.120, -2.241], [3.961, 2.715, -3.701], [5.491, 4.382, -2.696], [5.803, 4.444, -0.240], [4.624, 2.841, 1.198], [1.519, -1.395, 2.368], [1.206, -1.572, 4.781], [2.069, 0.221, 6.285], [3.189, 2.206, 5.315], [3.415, 2.425, 2.872], [-3.644, -2.490, 0.955], [-4.239, -2.803, -0.392], [-5.589, -2.199, -0.544], [-3.330, -2.351, -1.522], [-1.989, -2.983, -1.400], [-1.813, -4.283, -1.887], [-0.571, -4.894, -1.812], [0.488, -4.179, -1.255], [0.289, -2.887, -0.780], [-0.960, -2.254, -0.830], [-4.295, -2.906, 1.722], [-3.582, -1.407, 1.048], [-2.644, -2.916, 1.031], [-4.310, -3.817, -0.462], [-5.462, -1.117, -0.494], [-6.229, -2.548, 0.264], [-6.001, -2.483, -1.510], [-3.286, -1.264, -1.431], [-3.834, -2.623, -2.450], [-2.648, -4.812, -2.347], [-0.425, -5.896, -2.195], [1.473, -4.630, -1.192], [1.134, -2.349, -0.363], [1.447, 2.257, 0.875], [0.469, 3.494, 0.923], [1.281, 5.088, 1.591], [1.771, 5.092, 2.905], [2.310, 6.234, 3.483], [2.371, 7.419, 2.757], [1.900, 7.444, 1.452], [1.362, 6.292, 0.880], [-0.149, 3.953, -0.806], [0.820, 4.179, -1.794], [0.473, 4.589, -3.075], [-0.865, 4.784, -3.401], [-1.846, 4.535, -2.449], [-1.490, 4.117, -1.168], [-0.986, 3.264, 2.096], [-1.923, 4.285, 2.304], [-3.006, 4.104, 3.154], [-3.164, 2.898, 3.832], [-2.225, 1.889, 3.673], [-1.147, 2.075, 2.813], [1.720, 4.177, 3.491], [2.674, 6.206, 4.504], [2.776, 8.317, 3.210], [1.948, 8.362, 0.877], [0.997, 6.335, -0.139], [1.871, 4.033, -1.550], [1.245, 4.758, -3.818], [-1.142, 5.120, -4.393], [-2.893, 4.658, -2.704], [-2.272, 3.913, -0.444], [-1.800, 5.239, 1.798], [-3.730, 4.900, 3.285], [-4.017, 2.751, 4.484], [-2.324, 0.952, 4.210], [-0.413, 1.280, 2.708], [-0.795, -3.180, 3.602], [-1.339, -2.683, 2.621], [-1.276, -1.413, 2.528]],
  "forces_ev_per_angstrom": [[0.6, 0.2, 0.0], [0.0, 0.3, -0.3], [0.2, -0.2, -0.1], [-0.1, -0.4, -0.1], [-0.2, -0.6, -0.2], [-0.2, -0.5, -0.1], [-0.1, -0.2, 0.1], [-0.3, 0.0, 0.0], [0.0, 0.0, 0.0], [0.0, 0.0, 0.0], [0.0, 0.0, 0.1], [0.0, 0.0, 0.0], [-0.1, -0.2, -0.1], [-0.3, 0.5, 0.0], [-0.1, -0.2, -0.1], [0.0, 0.0, 0.1], [0.0, 0.0, 0.0], [0.0, 0.0, 0.0], [0.0, 0.0, 0.0], [0.0, 0.0, -0.1], [0.2, -0.1, -0.1], [0.1, 0.1, 0.0], [0.0, 0.0, 0.0], [0.0, 0.0, 0.0], [0.0, 0.0, 0.0], [0.0, 0.0, -0.1], [0.2, -0.2, 0.1], [0.0, 0.1, 0.0], [0.0, 0.1, 0.0], [0.0, 0.0, 0.0], [0.0, 0.0, 0.0], [0.0, 0.0, 0.0], [0.0, 0.0, 0.0], [0.0, 0.0, 0.0], [0.0, 0.0, 0.0], [0.0, 0.0, 0.0], [0.0, 0.0, 0.0], [0.0, 0.0, 0.0], [0.0, 0.0, 0.0], [0.0, 0.0, 0.0], [0.0, 0.0, 0.0], [0.0, 0.0, 0.0], [0.0, 0.0, 0.0], [0.0, 0.0, 0.0], [0.0, 0.0, 0.0], [0.0, 0.0, 0.0], [0.0, 0.0, 0.0], [-0.2, 0.0, -0.4], [-0.1, 0.3, 0.1], [0.1, 0.0, 0.1], [-0.2, -0.1, 0.1], [-0.2, -0.2, -0.4], [0.1, -0.1, 0.0], [0.0, 0.2, 0.1], [-0.1, 0.0, 0.0], [0.1, -0.2, 0.1], [0.6, 0.2, 0.2], [0.0, 0.0, 0.0], [-0.1, 0.0, 0.0], [-0.3, 0.0, 0.0], [0.0, 0.0, 0.0], [0.0, 0.0, 0.0], [0.0, 0.0, 0.0], [0.0, 0.0, 0.0], [0.0, -0.1, 0.0], [-0.1, 0.0, 0.0], [0.0, 0.0, 0.0], [0.0, 0.0, 0.0], [0.0, 0.0, 0.0], [0.0, 0.0, 0.0], [0.0, -0.1, 0.2], [0.0, 0.3, -0.1], [0.1, 0.1, 0.0], [0.0, 0.0, -0.1], [0.0, 0.0, 0.0], [0.0, 0.0, 0.0], [0.0, -0.1, 0.0], [0.1, -0.1, 0.1], [0.0, 0.0, -0.2], [0.0, 0.0, 0.1], [-0.1, 0.2, 0.1], [0.2, 0.4, 0.4], [0.3, 0.6, 0.4], [0.1, 0.2, -0.1], [-0.1, -0.1, 0.1], [0.0, -0.1, 0.0], [0.0, -0.1, 0.0], [0.0, 0.1, -0.1], [0.0, 0.0, 0.0], [0.1, 0.1, 0.1], [0.0, 0.0, 0.0], [0.0, 0.0, 0.0], [0.0, 0.0, 0.0], [0.0, 0.0, 0.0], [0.0, 0.0, 0.0], [-0.1, 0.0, 0.0], [0.0, 0.0, 0.0], [0.0, 0.0, 0.0], [0.2, 0.1, 0.1], [0.0, 0.0, 0.0], [0.0, 0.0, 0.0], [0.0, 0.0, 0.0], [0.0, 0.0, 0.0], [0.0, 0.0, -0.1], [-0.1, 0.1, 0.1], [0.0, 0.2, -0.1], [0.4, 0.0, 0.3], [0.0, -0.2, 0.0]],
  "lowdin_charge": [1.321, 0.493, -0.794, -0.137, -0.120, -0.101, -0.125, -0.064, 0.096, 0.111, 0.106, 0.111, -0.601, 1.135, -0.252, -0.103, -0.096, -0.109, -0.097, -0.092, -0.274, -0.106, -0.098, -0.102, -0.085, -0.077, -0.303, -0.099, -0.066, -0.088, -0.090, -0.102, 0.095, 0.095, 0.093, 0.096, 0.097, 0.093, 0.100, 0.094, 0.099, 0.093, 0.103, 0.098, 0.096, 0.098, 0.082, -0.024, -0.165, -0.022, -0.125, -0.300, -0.071, -0.103, -0.084, -0.121, -0.222, 0.106, 0.050, 0.051, 0.170, 0.039, 0.097, 0.097, 0.030, 0.131, 0.100, 0.091, 0.096, 0.061, -0.402, 0.424, -0.193, -0.094, -0.101, -0.116, -0.103, -0.087, -0.200, -0.101, -0.098, -0.130, -0.115, -0.077, -0.223, -0.102, -0.100, -0.103, -0.082, -0.138, 0.093, 0.093, 0.090, 0.092, 0.090, 0.092, 0.098, 0.103, 0.104, 0.096, 0.104, 0.091, 0.091, 0.101, 0.052, -0.122, -0.311, -0.322],
  "lumo_energy_ev": 2.0,
  "multiplicity": 1,
  "charge": -1
}